Entry from OMol25: a structure of composition C38H69BrF3I2NO26P (wB97M-V/def2-TZVPD).

As for the total charge: +1. The value obtained for the highest occupied orbital energy is -11.905 eV.

Geometry as XYZ:
```
141
Properties=species:S:1:pos:R:3:forces:R:3:lowdin_charge:R:1
C -6.96362 -0.52783 3.86749 -0.033 -0.019 0.001 -0.625
H -8.63440 0.45283 2.08178 0.036 -0.035 -0.001 0.093
O -0.85350 3.48738 1.29000 0.128 -0.181 -0.156 -0.230
H -9.93810 0.51781 3.29371 0.022 0.003 0.042 0.099
H 5.11533 -4.36768 -3.93937 0.039 0.018 -0.011 0.097
H -6.20731 -0.91645 -2.21727 -0.014 0.042 -0.002 0.112
O 4.84007 -3.35066 -7.48589 0.044 -0.002 0.027 0.128
C 0.25621 1.61838 4.01111 0.133 -0.148 0.132 -0.227
H 8.99452 -1.92435 -6.04131 0.027 -0.006 0.020 0.093
H -5.01242 -0.61865 -0.52113 0.099 -0.017 0.161 0.106
N -2.25315 1.13750 -1.28112 0.259 0.052 -0.204 -0.402
C -6.16287 0.07958 -2.66320 -0.010 0.331 -0.172 -0.149
H 2.84071 7.45321 3.59406 -0.002 -0.027 0.007 0.093
C -2.79727 0.37421 1.09490 0.176 0.090 -0.033 -0.146
H -1.48004 -2.72174 -2.58178 0.053 0.015 -0.022 0.142
H 4.35020 7.47317 2.64429 0.043 -0.004 0.018 0.097
H -9.30091 -1.05467 2.76671 0.034 -0.006 -0.009 0.096
O -6.22119 -0.37920 4.96286 -0.016 0.018 -0.028 0.014
C -11.71632 -5.05603 2.58648 -0.003 -0.052 -0.049 -0.040
O -8.12666 0.07261 4.06434 0.047 -0.009 0.011 0.017
H -3.94515 -2.44379 1.40865 0.102 0.075 -0.051 0.119
H 6.67862 -3.47226 -9.40178 -0.041 0.009 0.012 0.099
H 8.09970 -2.46567 -9.02433 0.003 -0.008 0.025 0.096
C 0.77824 4.14156 -0.33444 -0.158 0.023 -0.086 -0.071
O -3.40008 -1.45890 -2.06611 -0.162 -0.041 0.116 0.052
C -2.58145 -1.16052 -0.95853 0.392 0.349 -0.090 -0.512
H -10.78804 -4.52025 2.39451 -0.015 0.030 0.006 0.092
C -4.92967 -0.98404 4.90615 0.030 -0.010 0.051 -0.033
C -12.02329 -4.07232 4.66934 -0.030 0.021 0.010 -0.626
H 7.50726 -1.49174 -5.16757 0.011 0.044 -0.020 0.083
H -3.46479 -2.41802 -2.16694 0.074 0.069 -0.048 0.133
O -11.92299 -5.21575 3.99199 0.008 0.024 0.029 0.006
C 1.41070 -2.26281 -3.51031 -0.015 0.007 -0.006 -0.731
H -5.01440 -2.05958 4.75982 -0.003 0.005 -0.037 0.099
H 9.11822 4.93271 3.68164 0.000 -0.018 0.007 0.077
O -12.22429 -4.36100 5.95129 0.016 -0.004 -0.037 0.008
C -1.15108 -0.88076 -1.55091 0.262 -0.186 0.422 -0.609
H 4.40295 7.72914 4.40426 0.040 -0.009 -0.018 0.100
C -3.42733 -4.34459 0.49622 0.345 0.091 -0.142 -0.035
C 5.19658 5.29220 3.83786 0.006 0.011 0.011 -0.624
O 6.21262 5.92454 3.71107 -0.043 -0.031 -0.004 0.124
C 10.17743 4.68843 3.68748 -0.174 0.150 -0.016 -0.030
C -12.35976 -3.21841 6.80481 -0.015 0.004 0.072 -0.032
H 10.62489 4.96556 2.73504 0.065 -0.045 0.016 0.100
H 1.01337 2.59276 1.14104 -0.093 -0.011 0.043 0.098
O 12.50193 3.42454 3.80520 -0.046 -0.029 0.002 0.128
O 5.11778 3.97519 4.03624 -0.017 0.033 -0.026 -0.006
C 6.39459 3.32675 4.09766 0.108 -0.132 0.020 -0.035
H -5.83275 0.92908 -4.62701 -0.106 -0.052 0.012 0.138
H -4.99499 0.95216 0.21372 0.051 -0.004 -0.037 0.123
C -0.78124 -1.89274 -2.65662 -0.227 0.091 -0.298 -0.164
C 1.25908 2.74496 3.90293 0.055 0.015 0.074 -0.072
H 12.39195 1.47331 -5.75466 0.002 -0.034 0.013 0.098
H -3.98475 -4.88758 -0.26712 -0.050 -0.018 0.104 0.079
H -3.55672 -0.27830 1.53080 0.098 -0.070 -0.008 0.111
O 11.41738 1.46891 4.13028 -0.009 0.037 -0.008 0.000
O 7.08401 -3.08908 -7.39608 -0.092 -0.066 -0.066 -0.017
F 1.86801 -0.99936 -3.49907 0.076 -0.008 0.025 0.096
I -0.12332 1.55132 -3.26369 0.224 -0.037 -0.197 1.220
H -2.36682 -4.53065 0.31215 -0.040 0.008 0.088 0.086
H -0.91265 -1.42617 -3.63522 0.018 -0.093 0.011 0.130
H -0.11933 2.17503 -0.14169 0.108 0.070 0.108 0.018
H -6.50493 -4.15396 -5.52029 0.096 0.001 0.095 0.092
O -6.62573 -1.11243 2.86389 0.137 0.048 -0.059 0.095
H -4.74996 -0.38699 -4.21456 -0.081 -0.058 -0.080 0.114
H 0.16035 4.33690 -1.21426 -0.007 0.016 0.080 0.039
O -2.48848 -2.17486 -0.04428 -0.018 -0.131 -0.191 -0.087
Br -2.58558 2.94845 -1.43159 -0.223 -0.002 0.114 1.025
H 13.23324 0.94289 3.25988 0.009 0.034 0.010 0.098
C 4.83475 -4.11348 -4.95715 0.070 -0.019 0.001 -0.036
C 11.87171 1.80135 -4.85707 0.029 0.071 0.004 -0.037
O 6.05151 -3.75910 -5.62260 0.019 -0.022 -0.015 -0.004
H 12.47001 -0.23713 4.35725 -0.025 0.010 -0.001 0.093
H 11.88253 2.88491 -4.79249 -0.027 -0.004 -0.001 0.093
H -3.58630 1.62958 2.63528 -0.047 0.075 -0.078 0.100
F 2.42962 -3.07999 -3.30268 -0.156 0.080 0.052 0.195
H -4.46403 -0.77296 5.86340 -0.017 0.013 0.002 0.099
C -6.67984 -3.34101 -4.82024 -0.415 0.068 -0.158 0.027
H -7.74890 -3.19467 -4.66881 0.037 -0.044 0.007 0.092
O -6.65336 -0.95729 -4.80605 -0.193 -0.139 0.735 -0.014
H 6.93490 3.46066 3.16255 0.027 0.030 0.020 0.096
H -4.32253 1.17160 -2.64822 0.016 0.039 0.041 0.070
H 6.45958 -1.78057 -8.89011 -0.038 -0.024 0.002 0.099
H 6.19450 2.27234 4.26055 -0.079 0.021 0.003 0.095
C -2.98429 1.76360 1.73134 -0.181 -0.168 0.060 -0.192
I 0.39948 -0.86720 -0.03258 -0.059 0.041 -0.089 1.250
C -5.78710 -0.04474 -4.13119 0.355 0.234 -0.258 -0.188
C 10.27770 0.11725 -4.99655 0.028 -0.003 -0.004 -0.625
C -1.27886 0.56089 -1.92089 -0.261 0.087 0.157 -0.832
H 1.78913 3.91693 -0.67760 -0.019 0.021 0.036 0.086
O 10.48903 1.43150 -4.91307 -0.018 -0.038 0.000 0.000
H 0.78673 3.70538 3.68939 -0.033 -0.069 0.012 0.081
H 10.67409 5.22542 4.49303 0.063 -0.048 -0.006 0.101
C 11.49114 2.78511 3.93110 0.018 0.005 0.002 -0.625
C -3.06836 0.24426 -0.41234 -0.774 -0.780 0.182 -0.322
H 8.94445 -2.02421 -4.26566 0.050 -0.010 -0.026 0.103
F 0.90641 -2.47868 -4.72732 0.009 -0.054 -0.071 0.183
C 3.89746 7.20445 3.59656 -0.082 0.049 0.008 -0.032
H 0.77376 0.66238 4.09326 -0.096 0.002 -0.014 0.120
O -0.59776 1.46882 2.83817 0.209 0.103 -0.041 -0.243
H -12.51649 -3.61643 7.80216 0.002 -0.023 -0.014 0.095
C -3.68426 -2.84247 0.42681 -0.340 -0.083 0.167 -0.185
H -3.54941 2.45768 1.10616 0.032 -0.012 0.103 0.064
H -4.33646 -0.54834 4.10160 -0.008 -0.017 -0.018 0.077
H 12.34846 1.36756 -3.98039 0.003 -0.032 -0.017 0.097
C 12.68988 0.81319 4.19360 0.014 -0.074 0.012 -0.036
H -13.21348 -2.61550 6.50239 0.019 0.013 -0.027 0.098
C 8.59129 -1.47663 -5.13773 -0.024 0.013 0.088 -0.031
H -0.38036 1.73859 4.88803 -0.070 0.085 -0.117 0.120
H -11.65817 -6.06223 2.18320 -0.005 -0.005 0.025 0.094
O 11.12997 -0.73219 -5.02428 -0.043 0.035 0.003 0.126
H 1.75902 2.83892 4.86950 0.037 0.026 -0.073 0.093
C 5.88961 -3.39834 -6.89848 -0.008 0.026 0.006 -0.624
H -12.54830 -4.51892 2.13511 0.014 0.032 0.011 0.098
C 7.06562 -2.67609 -8.76979 0.089 0.021 -0.042 -0.023
H -3.66231 -4.74640 1.47964 -0.115 -0.027 -0.078 0.082
O 8.96281 -0.09402 -5.04410 0.007 0.010 0.009 0.005
C 0.23486 2.99556 0.49323 0.114 0.086 -0.069 -0.317
O -5.13783 -2.00443 -6.06100 1.262 -0.011 -0.611 0.144
O 0.50166 -2.48076 -2.53494 0.049 -0.052 0.108 -0.042
P -1.57927 2.65253 2.43842 -0.263 0.214 0.267 0.454
H 2.02889 2.53771 3.15759 -0.043 0.036 0.005 0.075
H -6.24309 -3.57405 -3.84515 0.010 -0.036 -0.067 0.086
H -4.52282 -2.62534 -0.23648 0.050 0.042 -0.003 0.115
O 3.95919 5.78646 3.80119 0.008 -0.033 -0.022 -0.005
C -9.05042 -0.01613 2.97178 -0.134 0.002 -0.029 -0.022
H -11.45566 -2.61315 6.77916 -0.009 0.014 -0.031 0.096
H -7.15286 0.53475 -2.59782 -0.052 -0.235 0.086 0.123
H 4.14971 -3.27078 -4.96125 -0.013 -0.022 -0.052 0.077
H -5.60826 1.94016 -1.72717 0.183 0.060 -0.068 0.109
H 6.98341 3.72161 4.92290 0.022 0.026 -0.027 0.099
H 0.79099 5.05019 0.26800 0.143 -0.058 0.005 0.091
H 4.37044 -4.96963 -5.44294 -0.030 0.027 -0.021 0.103
H 13.28137 1.20636 5.01782 0.009 0.030 -0.020 0.098
C -5.13502 0.98235 -1.94289 -0.147 -0.476 -0.060 -0.195
H -1.83373 -0.04444 1.37337 -0.033 0.031 -0.038 0.044
O -2.02597 3.52834 3.52285 0.084 -0.045 -0.039 -0.230
O 10.24946 3.27287 3.89456 0.000 -0.020 0.000 -0.006
C -4.59727 0.38005 -0.62690 -0.126 0.729 -0.086 -0.098
O -11.94541 -2.96558 4.19731 0.053 -0.028 -0.014 0.112
C -6.05556 -2.07176 -5.31786 -0.878 -0.025 0.404 -0.549
```
Positions in Å, forces in eV/Å.